# 1
The following is a DFT calculation (ωB97M-V/def2-TZVPD) of a 3-piece molecular cluster, C29H54ClF2N2O10 overall.

Calculated values
E_LUMO = -1.99 eV
charge = +1
HOMO level = -12.180 eV
orbital gap = 10.187 eV

Last columns: bonded neighbours and bond lengths (Å).
Cartesian coordinates (Å):
1 C -1.47880 -2.60736 0.04130  C27 1.508, H49 1.082, H81 1.092, H82 1.089
2 C -1.21140 -0.66554 -3.96950  C25 1.538, H51 1.095, N59 1.457, C63 1.538
3 H 3.68825 0.16531 5.67777  C24 1.090
4 C -5.42297 1.08247 -4.11230  H6 1.095, H35 1.094, H50 1.091, O77 1.412
5 H 7.56059 1.85701 1.65337  C70 1.090
6 H -5.34480 -0.01011 -4.09590  C4 1.095
7 O 5.33606 1.57950 0.17782  C44 1.449, C69 1.318
8 C -3.72601 0.89991 -5.79834  C36 1.530, H38 1.095, H55 1.097, O77 1.411
9 H -1.84243 1.88683 -6.08702  C36 1.090
10 C -0.68660 -4.88165 -4.46819  C75 1.495, O83 1.434, O90 1.174
11 H -1.25045 -2.28814 -2.57872  C25 1.090
12 H 4.97180 3.40463 1.09914  C44 1.089
13 Cl -3.23661 -1.13341 -2.26522  C25 1.766
14 H -2.44606 1.10573 -3.55593  C63 1.091
15 H -4.61922 -1.30993 0.98039  C71 1.098
16 H -2.50743 -3.80835 -4.08624  C75 1.092
17 F 0.71645 -2.29803 -0.56257  C27 1.364
18 H 4.84411 5.70078 6.95356  C48 1.088
19 O 3.82744 1.30969 1.84079  C69 1.205
20 H 3.21557 3.64566 8.53632  C26 1.089
21 H 2.49635 -2.57760 -3.95545  C94 1.093
22 H 0.22967 -1.69330 -4.99420  N59 1.008
23 H -3.89738 -2.18042 2.33027  C71 1.094
24 C 3.99585 0.75979 4.81769  H3 1.090, H34 1.085, H76 1.086, O96 1.430
25 C -1.49950 -1.22676 -2.56690  C2 1.538, H11 1.090, Cl13 1.766, N41 1.524
26 C 3.92787 4.46611 8.46459  H20 1.089, H46 1.090, C48 1.512, H56 1.090
27 C -0.41397 -1.58833 -0.28001  C1 1.508, F17 1.364, N41 1.535, H52 1.088
28 H 6.35292 3.30544 0.00131  C44 1.087
29 H -6.43202 -2.46336 2.07530  C60 1.091
30 H 6.20332 2.01541 2.78141  C70 1.089
31 H -0.81824 1.43779 -4.13226  C63 1.086
32 C -2.25844 0.57865 0.25368  H45 1.091, C54 1.547, H80 1.082, C93 1.535
33 H 1.47622 -0.34065 -1.26429  C43 1.085
34 H 3.12988 1.04671 4.22963  C24 1.085
35 H -6.36931 1.35015 -4.59091  C4 1.094
36 C -2.20168 0.94254 -5.67875  C8 1.530, H9 1.090, C63 1.534, H66 1.095
37 C 0.87729 -3.66294 -3.17415  O53 1.191, O83 1.358, C94 1.512
38 H -3.99970 1.32002 -6.77204  C8 1.095
39 H 3.46404 -1.41065 1.70269  C97 1.089
40 C -3.97502 -0.04221 2.61692  C62 1.543, C71 1.537, H74 1.092, H78 1.094
41 N -0.64883 -0.62756 -1.45340  C25 1.524, C27 1.535, C43 1.564, C93 1.546
42 H 2.19234 -0.35667 1.05825  C97 1.092
43 C 0.74780 -0.27942 -2.06630  H33 1.085, N41 1.564, F64 1.355, C95 1.522
44 C 5.82329 2.79388 0.80132  O7 1.449, H12 1.089, H28 1.087, C70 1.511
45 H -2.98770 1.35689 0.02491  C32 1.091
46 H 4.86666 4.15122 8.92097  C26 1.090
47 O 4.04457 -0.15656 0.14264  C69 1.347, C97 1.426
48 C 4.15044 4.86551 7.02347  H18 1.088, C26 1.512, O92 1.441, H98 1.090
49 H -2.50036 -2.26391 -0.05293  C1 1.082
50 H -5.42852 1.44793 -3.08478  C4 1.091
51 H -1.83130 -1.31082 -4.60111  C2 1.095
52 H -0.16077 -0.96189 0.57231  C27 1.088
53 O 0.81798 -4.50437 -2.33379  C37 1.191
54 C -1.72953 0.82291 1.68672  C32 1.547, H61 1.092, C62 1.532, H91 1.095
55 H -4.10701 -0.12920 -5.79332  C8 1.097
56 H 3.53550 5.31403 9.02590  C26 1.090
57 H -1.87474 -4.71385 -2.70167  C75 1.092
58 H 2.03129 -0.42733 -3.63018  C95 1.097
59 N 0.17004 -0.91041 -4.36204  C2 1.457, H22 1.008, C95 1.456
60 C -5.97212 -1.62595 2.60305  H29 1.091, C71 1.525, H73 1.090, H86 1.091
61 H -1.87954 1.87531 1.93710  C54 1.092
62 C -2.43819 -0.02293 2.74986  C40 1.543, C54 1.532, H72 1.091, H87 1.095
63 C -1.67104 0.77490 -4.24897  C2 1.538, H14 1.091, H31 1.086, C36 1.534
64 F 0.69257 1.02473 -2.42869  C43 1.355
65 H 2.35302 -2.50092 -2.22122  C94 1.086
66 H -1.78643 0.15908 -6.32117  C36 1.095
67 H 2.80401 -1.74446 0.09208  C97 1.086
68 C 3.98219 2.82337 5.88576  O88 1.205, O92 1.329, O96 1.335
69 C 4.36834 0.96005 0.82288  O7 1.318, O19 1.205, O47 1.347
70 C 6.73893 2.50155 1.96685  H5 1.090, H30 1.089, C44 1.511, H79 1.090
71 C -4.56746 -1.35365 2.07644  H15 1.098, H23 1.094, C40 1.537, C60 1.525
72 H -2.18657 0.40930 3.71955  C62 1.091
73 H -5.95829 -1.87671 3.66411  C60 1.090
74 H -4.40541 0.13776 3.60454  C40 1.092
75 C -2.00827 -4.73217 -3.78542  C10 1.495, H16 1.092, H57 1.092, H89 1.086
76 H 4.68599 0.19091 4.20219  C24 1.086
77 O -4.32734 1.67059 -4.78073  C4 1.412, C8 1.411
78 H -4.30405 0.79669 1.99698  C40 1.094
79 H 7.15424 3.43447 2.34669  C70 1.090
80 H -2.82628 -0.34246 0.22381  C32 1.082
81 H -1.32801 -3.48062 -0.59598  C1 1.092
82 H -1.30769 -2.93284 1.06642  C1 1.089
83 O 0.15657 -3.73062 -4.32284  C10 1.434, C37 1.358
84 H -1.52995 1.28129 -1.67766  C93 1.081
85 H -0.31659 1.15982 -0.39827  C93 1.088
86 H -6.61734 -0.75916 2.45049  C60 1.091
87 H -2.04152 -1.04308 2.75454  C62 1.095
88 O 2.79613 2.74378 6.08355  C68 1.205
89 H -2.63359 -5.58023 -4.04810  C75 1.086
90 O -0.31553 -5.78239 -5.12382  C10 1.174
91 H -0.64731 0.66340 1.74018  C54 1.095
92 O 4.78169 3.81517 6.26591  C48 1.441, C68 1.329
93 C -1.18924 0.68579 -0.84231  C32 1.535, N41 1.546, H84 1.081, H85 1.088
94 C 1.77843 -2.44923 -3.14139  H21 1.093, C37 1.512, H65 1.086, C95 1.546
95 C 1.17484 -1.03618 -3.31555  C43 1.522, H58 1.097, N59 1.456, C94 1.546
96 O 4.72157 1.91484 5.24584  C24 1.430, C68 1.335
97 C 3.06426 -0.95972 0.79559  H39 1.089, H42 1.092, O47 1.426, H67 1.086
98 H 3.21819 5.14877 6.53570  C48 1.090


# 2
The following is a DFT calculation (ωB97M-V/def2-TZVPD) of a 4-piece molecular cluster, C29H54FN5O9S2 overall.

Calculated values
E_LUMO = -1.92 eV
structure (SMILES) = CS(=O)(=O)c1nc2cc(S)ccc2nc1CC(=O)F.COCCNCCOC.COCCNCCOC.COCCNCCOC
HOMO level = -8.354 eV
orbital gap = 6.434 eV

Last columns: bonded neighbours and bond lengths (Å).
Cartesian coordinates (Å):
1 H -5.28637 4.66066 -2.80874  C60 1.093
2 H -5.88113 3.16025 -2.09009  C60 1.093
3 C 4.15705 4.22141 -2.78843  C19 1.539, H45 1.093, H74 1.095, N92 1.466
4 H -7.29084 3.56822 1.93077  C9 1.095
5 H -7.84354 4.23588 -0.47166  C32 1.095
6 C 6.86146 1.04140 1.38423  C25 1.674, H31 1.194, H39 1.194, C43 1.639
7 O -3.22284 1.65207 0.95273  C63 1.421, C89 1.429
8 H 4.33415 5.73672 -5.06606  C99 1.095
9 C -6.51815 3.59484 1.15522  H4 1.095, C32 1.539, H85 1.093, N96 1.466
10 H -2.32609 -4.74307 3.84906  C83 1.089
11 C -4.21069 -5.06927 1.31845  H49 1.096, C54 1.543, N78 1.468, H100 1.095
12 H 7.96368 -1.75404 1.60199  C38 1.185
13 H -7.18003 5.53709 0.51973  C32 1.096
14 O -5.85705 4.83058 -0.85364  C32 1.434, C60 1.422
15 C 2.93194 0.53224 1.30161  C28 1.622, C42 1.673, N67 1.501
16 H -3.42005 3.71883 0.64633  C63 1.092
17 H -2.30804 -7.08684 6.05579  C51 1.093
18 C -0.18718 -0.52625 0.52319  C35 1.656, C40 1.641, S97 1.885
19 C 4.45031 3.04439 -1.84146  C3 1.539, O20 1.434, H41 1.096, H46 1.095
20 O 3.42952 2.04219 -1.93911  C19 1.434, C86 1.422
21 H -3.88761 -7.85580 1.09716  C58 1.095
22 H 4.81469 0.49976 -2.17602  C86 1.093
23 H 8.97343 -1.07365 0.05763  C38 1.194
24 H -3.02417 -3.67954 0.21008  C54 1.097
25 C 5.34053 0.41453 1.07497  C6 1.674, C61 1.630, N67 1.508
26 S 6.71476 -1.83600 -0.63875  C38 1.867, C61 1.911, O84 1.553, O90 1.579
27 H 0.25418 2.54513 -4.64855  C37 1.096
28 C 2.72865 -0.76359 0.34710  C15 1.622, C35 1.656, N55 1.498
29 H -4.16414 2.67502 2.51010  C89 1.094
30 H 1.98255 2.26316 -4.50624  C37 1.089
31 H 6.75146 2.04707 2.01838  C6 1.194
32 C -6.94207 4.57670 0.04870  H5 1.095, C9 1.539, H13 1.096, O14 1.434
33 O 7.03561 1.74922 -1.10252  C43 1.335
34 H -3.85953 2.65618 -0.73282  C63 1.089
35 C 1.19286 -1.27016 -0.01133  C18 1.656, C28 1.656, H81 1.178
36 H -0.87986 -3.78917 3.55665  C83 1.096
37 C 1.21547 3.03376 -4.45266  H27 1.096, H30 1.089, H70 1.092, O98 1.421
38 C 8.22427 -1.91310 0.45732  H12 1.185, H23 1.194, S26 1.867, H66 1.192
39 H 7.47974 0.31228 2.09918  C6 1.194
40 C 0.01570 0.77164 1.50706  C18 1.641, C42 1.638, H95 1.195
41 H 4.41422 3.41930 -0.81239  C19 1.096
42 C 1.53637 1.26553 1.86113  C15 1.673, C40 1.638, H87 1.189
43 C 7.68282 1.45329 0.02735  C6 1.639, O33 1.335, F80 1.488
44 H -2.11311 -5.11120 0.61970  C54 1.094
45 H 3.13420 4.55175 -2.59015  C3 1.093
46 H 5.45237 2.63340 -2.00439  C19 1.095
47 O -2.35792 -7.68709 4.10280  C51 1.422, C76 1.434
48 H -5.77483 2.30048 -0.22996  N96 1.015
49 H -4.88078 -4.29589 1.71066  C11 1.096
50 H 3.86978 2.94178 -4.34620  N92 1.015
51 C -3.05097 -7.31739 5.28827  H17 1.093, O47 1.422, H57 1.093, H71 1.093
52 H -1.11485 -5.29029 2.64164  C83 1.092
53 H 3.10699 0.08265 -2.42196  C86 1.093
54 C -2.85105 -4.40581 1.01315  C11 1.543, H24 1.097, H44 1.094, O56 1.429
55 N 3.89470 -1.51314 -0.21996  C28 1.498, C61 1.508
56 O -2.30801 -3.65130 2.09908  C54 1.429, C83 1.421
57 H -3.65084 -6.41868 5.12205  C51 1.093
58 C -3.40427 -7.31741 1.91920  H21 1.095, H62 1.093, C76 1.539, N78 1.466
59 H -5.57203 0.36337 1.03056  C69 1.096
60 C -6.03778 4.24126 -2.13520  H1 1.093, H2 1.093, O14 1.422, H64 1.093
61 C 5.23180 -0.91686 0.14135  C25 1.630, S26 1.911, N55 1.508
62 H -2.41232 -7.00227 1.58545  C58 1.093
63 C -3.18579 2.79647 0.11069  O7 1.421, H16 1.092, H34 1.089, H77 1.096
64 H -7.02920 4.45893 -2.53942  C60 1.093
65 H -6.25697 1.18030 2.42678  C69 1.095
66 H 8.84701 -2.92608 0.37610  C38 1.192
67 N 4.21658 1.18688 1.71809  C15 1.501, C25 1.508
68 H -3.90289 -5.79969 3.18196  N78 1.015
69 C -5.62906 1.33094 1.54195  H59 1.096, H65 1.095, C89 1.543, N96 1.468
70 H 1.17821 3.47675 -3.45521  C37 1.092
71 H -3.68616 -8.12938 5.65007  C51 1.093
72 H -4.16209 -8.61061 3.52160  C76 1.095
73 C 2.26533 5.09508 -5.08243  H79 1.094, H94 1.097, O98 1.429, C99 1.543
74 H 4.83561 5.04932 -2.55745  C3 1.095
75 H 3.99489 4.39614 -6.14943  C99 1.096
76 C -3.20537 -8.27540 3.10697  O47 1.434, C58 1.539, H72 1.095, H93 1.096
77 H -2.17248 2.88336 -0.29778  C63 1.096
78 N -4.23088 -6.16597 2.29412  C11 1.468, C58 1.466, H68 1.015
79 H 1.95623 5.49645 -4.11275  C73 1.094
80 F 9.16957 1.48447 0.08543  C43 1.488
81 H 1.05847 -2.19525 -0.72774  C35 1.178
82 H -3.89141 0.96499 2.73120  C89 1.097
83 C -1.62792 -4.42919 3.07501  H10 1.089, H36 1.096, H52 1.092, O56 1.421
84 O 6.98835 -1.28138 -2.06374  S26 1.553
85 H -5.59910 3.98377 1.60101  C9 1.093
86 C 3.86508 0.85259 -2.58524  O20 1.422, H22 1.093, H53 1.093, H91 1.093
87 H 1.63389 2.21880 2.56486  C42 1.189
88 H -1.93876 -0.82366 -1.40858  S97 1.431
89 C -4.20280 1.71235 1.99171  O7 1.429, H29 1.094, C69 1.543, H82 1.097
90 O 6.24627 -3.33041 -0.83875  S26 1.579
91 H 3.95715 1.00873 -3.66334  C86 1.093
92 N 4.32896 3.83359 -4.19189  C3 1.466, H50 1.015, C99 1.468
93 H -2.67810 -9.16401 2.74200  C76 1.096
94 H 2.06308 5.88999 -5.81014  C73 1.097
95 H -0.94618 1.34626 1.92137  C40 1.195
96 N -6.32146 2.24284 0.62320  C9 1.466, H48 1.015, C69 1.468
97 S -1.84870 -1.21847 -0.03601  C18 1.885, H88 1.431
98 O 1.43176 4.00089 -5.47146  C37 1.421, C73 1.429
99 C 3.77801 4.79700 -5.15282  H8 1.095, C73 1.543, H75 1.096, N92 1.468
100 H -4.65619 -5.42358 0.38257  C11 1.095


Asked for F_max across the records above, the calculation gives 0.61, 10.17 eV/A in order.